Record 1
{
  "formula": "C20H20N2O5S",
  "method": "ωB97M-V with the def2-TZVPD basis set",
  "species": ["C", "O", "C", "O", "C", "C", "C", "C", "C", "S", "O", "O", "N", "C", "C", "C", "C", "N", "C", "C", "C", "C", "C", "C", "O", "C", "C", "C", "H", "H", "H", "H", "H", "H", "H", "H", "H", "H", "H", "H", "H", "H", "H", "H", "H", "H", "H", "H"],
  "xyz": [[5.888, 3.626, -0.163], [5.331, 2.434, 0.373], [4.324, 1.895, -0.326], [3.889, 2.374, -1.343], [3.802, 0.651, 0.298], [4.125, 0.287, 1.604], [3.605, -0.874, 2.150], [2.752, -1.672, 1.403], [2.431, -1.301, 0.110], [1.295, -2.328, -0.844], [1.631, -2.189, -2.228], [1.297, -3.630, -0.245], [-0.220, -1.700, -0.640], [-0.860, -1.858, 0.642], [-0.698, -0.624, 1.532], [-1.153, 0.637, 0.790], [-2.627, 0.633, 0.568], [-3.478, -0.218, 1.027], [-4.706, 0.213, 0.574], [-5.985, -0.299, 0.744], [-7.021, 0.389, 0.145], [-6.803, 1.547, -0.601], [-5.535, 2.070, -0.782], [-4.498, 1.383, -0.182], [-3.163, 1.639, -0.174], [-0.407, 0.761, -0.547], [-0.587, -0.515, -1.372], [2.951, -0.157, -0.454], [6.706, 3.903, 0.498], [5.135, 4.416, -0.195], [6.255, 3.450, -1.176], [4.785, 0.917, 2.179], [3.864, -1.158, 3.159], [2.341, -2.589, 1.796], [-0.420, -2.742, 1.104], [-1.926, -2.039, 0.479], [0.348, -0.502, 1.821], [-1.301, -0.757, 2.430], [-0.923, 1.521, 1.399], [-6.148, -1.194, 1.321], [-8.031, 0.023, 0.254], [-7.646, 2.049, -1.050], [-5.360, 2.965, -1.357], [0.652, 0.929, -0.345], [-0.789, 1.614, -1.110], [0.031, -0.497, -2.271], [-1.637, -0.616, -1.672], [2.720, 0.101, -1.476]],
  "forces_ev_per_angstrom": [[0.03, 0.33, -0.28], [-0.04, -0.32, 0.26], [-0.05, 0.15, -0.18], [0.05, -0.04, 0.03], [-0.16, -0.26, 0.08], [0.00, 0.06, -0.15], [-0.09, -0.04, -0.01], [0.05, -0.08, 0.10], [-0.34, -0.44, -0.35], [-0.21, -0.04, 0.01], [0.04, 0.36, 0.03], [0.01, 0.17, 0.29], [0.98, -0.59, -0.29], [-0.11, -0.20, 0.71], [-0.26, -0.02, -0.13], [0.22, 0.27, -0.04], [-0.17, -0.40, 0.45], [0.57, -0.23, 0.24], [-0.20, 0.91, -0.62], [0.21, 0.05, -0.01], [-0.16, -0.04, 0.01], [-0.05, 0.01, -0.02], [0.40, 0.15, -0.04], [-0.83, -0.83, 0.45], [0.24, 0.30, -0.22], [-0.16, -0.08, -0.04], [0.13, 0.59, -0.40], [0.23, 0.23, -0.05], [-0.05, -0.03, -0.02], [0.08, -0.05, 0.00], [-0.01, 0.03, 0.10], [0.06, 0.03, 0.04], [0.01, -0.03, 0.08], [0.00, -0.10, 0.12], [-0.22, 0.02, 0.13], [0.17, -0.09, -0.01], [-0.06, 0.05, 0.03], [0.06, -0.02, 0.06], [-0.03, -0.08, -0.06], [-0.03, -0.12, 0.07], [-0.08, -0.03, 0.01], [-0.06, 0.05, -0.04], [-0.02, 0.11, -0.08], [-0.06, 0.06, -0.01], [0.08, 0.02, -0.02], [-0.23, 0.14, -0.06], [0.07, -0.04, -0.05], [0.00, 0.10, -0.10]],
  "mulliken_charge": [-0.67, -0.30, 0.42, -0.60, 0.38, -0.66, -0.65, -0.42, 0.02, 1.28, -0.73, -0.74, 0.08, -1.03, -0.79, 0.32, 0.17, -0.52, 0.59, -0.78, -0.49, -0.34, -1.38, 0.85, -0.36, -0.69, -0.97, -0.28, 0.23, 0.30, 0.29, 0.46, 0.42, 0.53, 0.42, 0.52, 0.26, 0.52, 0.54, 0.46, 0.38, 0.38, 0.43, 0.06, 0.69, 0.45, 0.40, 0.55],
  "gap_ev": 9.0041,
  "relative_energy_kcal_mol": 22.5,
  "e_tot_ev": -45118.007
}

***

Record 2
{
  "formula": "C4H7LiO2Yb",
  "method": "ωB97M-V with the def2-TZVPD basis set",
  "species": ["O", "C", "C", "Li", "H", "H", "H", "C", "C", "O", "H", "H", "H", "H", "Yb"],
  "xyz": [[1.946, 0.868, 0.194], [0.956, 1.653, -0.247], [-0.459, 1.185, -0.086], [3.266, 1.856, 0.964], [1.219, 2.375, -1.031], [-0.791, 1.358, 0.953], [-1.103, 1.792, -0.740], [-1.258, -1.117, 0.447], [-0.650, -0.281, -0.440], [-1.623, -2.366, 0.119], [-1.485, -0.809, 1.474], [-0.385, -0.523, -1.477], [1.055, -2.179, -1.076], [-2.553, -2.516, 0.318], [1.865, -1.295, 0.629]],
  "forces_ev_per_angstrom": [[1.42, -1.72, 1.13], [-0.94, 1.11, -1.07], [0.34, 0.08, 0.37], [-0.05, 0.68, -0.19], [-0.08, -0.23, 0.33], [-0.06, -0.02, -0.23], [0.12, -0.20, 0.20], [0.20, 0.03, -0.65], [0.45, 0.45, 0.50], [0.43, -0.03, -0.31], [-0.21, 0.26, -0.27], [-0.65, -0.38, 0.34], [-0.04, -0.06, -0.10], [-0.22, -0.28, 0.32], [-0.72, 0.31, -0.34]],
  "mulliken_spin": [0.08, 0.79, -0.03, 0.01, 0.02, 0.06, 0.00, 0.01, 0.11, 0.02, 0.00, 0.01, 0.64, 0.00, 0.28],
  "total_charge": 2,
  "gap_ev": [5.4891, 6.3115],
  "relative_energy_kcal_mol": 25.7,
  "multiplicity": 3,
  "e_tot_ev": -40070.845
}

***

- What is the formula in the first record?
  C20H20N2O5S